# H5NSSi

A 2-piece molecular cluster, H5NSSi overall (ωB97M-V/def2-TZVPD, the OMol25 dataset).

Geometry as XYZ:
```
8
Properties=species:S:1:pos:R:3:nbo_charge:R:1
N -2.386 -0.390 -0.945 -0.94
Si 1.383 -0.617 -0.067 0.60
S -1.772 -0.738 0.593 0.05
H -1.998 -0.895 -1.683 0.36
H -2.517 0.499 -1.284 0.36
H 1.460 0.530 0.861 -0.12
H 1.702 -1.922 0.421 -0.15
H 1.043 -0.514 -1.418 -0.16
```

Results
Orbital gap (alpha / beta)   7.43 / 6.13 eV
E_HOMO (alpha / beta)   -8.105 / -7.184 eV
Relative energy (zero: lowest compared OMol25 entry of this formula, charge and spin)   209.6 kJ/mol
LUMO level (alpha / beta)   -0.675 / -1.055 eV
DFT total energy   -745.29829 hartree

=====

# C16H16ClN4O2ReS2Se

C16H16ClN4O2ReS2Se as an isolated structure (ωB97M-V/def2-TZVPD, the OMol25 dataset).

Geometry as XYZ:
```
43
Properties=species:S:1:pos:R:3:nbo_charge:R:1
Re -1.278 0.457 1.400 1.45
C 5.436 -2.573 -0.952 -0.64
C 4.024 -2.221 -1.324 0.26
C 3.575 -2.280 -2.637 -0.38
C 2.249 -1.936 -2.842 0.09
N 1.435 -1.564 -1.869 -0.52
C 1.961 -1.521 -0.619 0.28
S 0.925 -1.039 0.673 -0.40
N 3.232 -1.847 -0.326 -0.50
H 6.020 -2.873 -1.822 0.20
H 5.432 -3.384 -0.224 0.23
H 5.914 -1.716 -0.476 0.23
H 4.219 -2.582 -3.451 0.21
H 1.820 -1.962 -3.841 0.18
S -0.291 -0.916 5.891 0.44
C -0.403 -2.326 4.922 -0.46
C -0.673 -1.982 3.643 0.00
N -0.788 -0.630 3.433 -0.50
C -0.607 0.049 4.526 -0.11
H -0.263 -3.311 5.332 0.24
H -0.795 -2.649 2.805 0.25
H -0.630 1.128 4.541 0.26
O -1.585 -0.318 -0.636 -0.93
H -2.171 0.027 -1.318 0.52
H -0.905 -0.951 -0.932 0.55
O -0.342 1.680 2.154 -0.76
Cl 0.125 4.193 -4.466 -0.04
C -0.627 3.588 -3.008 -0.06
C -1.889 3.031 -3.072 -0.25
C -2.477 2.560 -1.904 -0.21
C -1.824 2.627 -0.671 -0.01
C -2.450 2.060 0.559 -0.76
C -0.546 3.198 -0.647 -0.21
C 0.050 3.677 -1.801 -0.21
H -2.409 2.973 -4.019 0.22
H -3.480 2.145 -1.948 0.20
H -3.467 1.725 0.348 0.21
H -2.485 2.800 1.360 0.22
H -0.013 3.236 0.294 0.24
H 1.042 4.108 -1.772 0.22
Se -3.686 -0.849 2.118 -0.34
C -5.199 -1.658 1.463 0.06
N -6.175 -2.174 1.115 -0.46
```

Results
<S²>   3.770
Orbital gap (alpha / beta)   6.60 / 7.29 eV
E_HOMO (alpha / beta)   -4.310 / -5.003 eV
Relative energy (zero: lowest compared OMol25 entry of this formula, charge and spin)   0.0 kJ/mol
Spin multiplicity   4
LUMO level (alpha / beta)   2.291 / 2.282 eV
DFT total energy   -4725.10829 hartree
Total charge   -1

=====

# C3H5NOS

One molecule with the formula C3H5NOS (ωB97M-V/def2-TZVPD, the OMol25 dataset).

Geometry as XYZ:
```
11
Properties=species:S:1:pos:R:3:nbo_charge:R:1
C -0.413 1.226 0.946 0.31
C -0.261 0.003 -1.265 -0.66
C 0.266 0.485 0.089 -0.21
N -1.099 1.317 1.980 -0.62
O -0.036 -0.997 1.826 -0.92
S -1.005 -0.341 2.752 1.12
H -1.026 0.692 -1.750 0.23
H 0.467 -0.167 -2.090 0.23
H -0.750 -0.971 -1.279 0.24
H 1.265 0.458 0.337 0.24
H 0.027 0.291 3.588 0.05
```

Results
Orbital gap   9.48 eV
E_HOMO   -8.982 eV
Relative energy (zero: lowest compared OMol25 entry of this formula, charge and spin)   420.5 kJ/mol
LUMO level   0.502 eV
DFT total energy   -645.35151 hartree

=====

# C33H30CsIN8S

C33H30CsIN8S as an isolated structure (ωB97M-V/def2-TZVPD, the OMol25 dataset).

Geometry as XYZ:
```
74
Properties=species:S:1:pos:R:3:lowdin_charge:R:1
Cs 0.607 1.272 0.227 0.65
N 5.569 2.985 -1.200 0.02
C 5.451 1.888 -0.363 -1.01
S 5.978 0.365 -0.948 0.33
N 5.036 2.179 0.845 -0.07
N 4.283 1.374 1.571 -0.01
C 4.454 1.368 2.843 -0.15
C 3.521 0.676 3.731 -0.28
C 3.834 0.541 5.091 -0.06
C 2.951 -0.103 5.937 -0.11
C 1.760 -0.597 5.422 -0.09
C 1.519 -0.407 4.068 -0.13
N 2.365 0.204 3.242 0.11
H 6.266 2.885 -1.918 0.04
H 5.522 3.880 -0.740 0.07
H 5.292 1.899 3.297 0.10
H 4.769 0.945 5.461 0.09
H 3.187 -0.216 6.989 0.09
H 1.038 -1.108 6.045 0.09
H 0.590 -0.757 3.622 0.09
C -2.770 0.512 -1.855 -0.20
N -1.631 1.418 -1.776 -0.08
C -1.621 2.425 -2.569 -0.15
C -0.626 3.459 -2.603 -0.38
C -0.650 4.566 -3.472 -0.12
C 0.449 5.355 -3.124 -0.16
C 1.074 4.672 -2.062 -0.24
N 0.440 3.536 -1.741 -0.07
C -2.737 -0.357 -3.097 -0.20
C -3.823 -0.442 -3.960 -0.06
C -3.768 -1.224 -5.112 -0.11
C -2.615 -1.931 -5.416 -0.12
C -1.519 -1.849 -4.562 -0.09
C -1.578 -1.071 -3.416 -0.02
H -3.723 1.054 -1.821 0.11
H -2.731 -0.132 -0.972 0.10
H -2.440 2.567 -3.293 0.12
H -1.382 4.746 -4.249 0.07
H 0.760 6.291 -3.566 0.06
H 1.973 4.969 -1.535 0.08
H -4.725 0.116 -3.729 0.10
H -4.624 -1.269 -5.775 0.09
H -2.562 -2.527 -6.319 0.09
H -0.606 -2.385 -4.797 0.08
H -0.715 -0.992 -2.763 0.10
I -2.174 2.729 2.296 0.83
C -2.801 1.154 3.557 -0.64
C -3.559 1.479 4.647 -0.19
C -4.007 0.447 5.505 -0.12
C -3.708 -0.854 5.224 -0.07
C -2.948 -1.199 4.074 -0.20
C -2.691 -2.552 3.743 -0.09
C -1.972 -2.844 2.617 -0.13
C -1.452 -1.805 1.806 -0.20
C -1.637 -0.454 2.049 -0.20
C -2.441 -0.180 3.204 -0.30
H -3.809 2.511 4.853 0.07
H -4.590 0.705 6.383 0.09
H -4.047 -1.652 5.878 0.09
H -3.082 -3.335 4.385 0.09
H -1.792 -3.884 2.355 0.08
H -0.868 -2.109 0.934 0.05
C 0.627 -4.736 -3.134 -0.04
N 1.192 -3.462 -2.745 -0.15
C 1.943 -2.613 -3.529 -0.10
C 2.237 -1.537 -2.743 -0.13
N 1.686 -1.707 -1.496 0.06
C 1.075 -2.863 -1.530 -0.19
H 0.828 -4.907 -4.189 0.08
H -0.452 -4.738 -2.981 0.09
H 1.067 -5.551 -2.558 0.08
H 2.185 -2.853 -4.552 0.11
H 2.817 -0.659 -2.984 0.10
H 0.531 -3.311 -0.710 0.12
```

Results
Orbital gap   5.52 eV
E_HOMO   -1.776 eV
Relative energy (zero: lowest compared OMol25 entry of this formula, charge and spin)   21.0 kJ/mol
LUMO level   3.746 eV
DFT total energy   -2429.56493 hartree
Total charge   -2